DFT (ωB97M-V/def2-TZVPD) results for C11H21F6I2O2P2Ti as an isolated structure.

**Total energy**: -3308.4835 hartree
**Spin multiplicity**: 2
**Total charge**: +2
**Maximum force**: 0.17852 Eh/bohr
**LUMO level (alpha / beta)**: -9.4 / -9.4 eV
**HOMO-LUMO gap (alpha / beta)**: 6.73 / 6.86 eV

Last column: Mulliken charge in e.
Atoms and positions in Å:
H  -0.04  3.60  1.44  0.355
O  -2.31  1.12  1.99  -0.224
C  -0.74  3.89  0.64  -1.268
F  2.67  0.64  3.83  -0.218
C  0.45  -1.14  3.06  -1.814
P  -0.78  -2.18  -1.29  0.859
C  -1.50  0.80  1.19  0.488
C  2.13  0.72  2.60  0.528
F  1.08  1.61  2.66  -0.233
H  0.94  -1.35  4.00  0.493
H  -0.49  4.90  0.29  0.465
H  -1.60  3.04  -2.98  0.343
P  -0.54  2.78  -0.79  0.826
Ti  -0.31  0.24  -0.28  0.222
C  0.89  -2.81  -1.70  -1.161
C  -1.73  -2.94  -2.66  -1.300
H  -0.32  -0.38  3.20  0.492
H  -1.53  -4.03  -2.69  0.457
H  -2.81  -2.75  -2.51  0.477
H  1.54  -2.74  -0.82  0.270
F  3.26  -2.14  2.93  -0.226
C  -1.20  -3.22  0.13  -1.210
H  -1.66  4.55  -1.95  0.409
H  -2.79  3.15  -1.65  0.333
H  -2.05  -2.77  0.66  0.339
H  0.75  -3.86  -1.97  0.434
H  -0.33  -3.37  0.78  0.192
H  0.99  4.44  -1.67  0.441
O  0.95  -0.33  0.80  -0.250
I  -0.95  0.40  -3.64  0.120
C  2.56  -1.75  1.82  0.439
H  1.31  -2.22  -2.52  0.335
F  3.42  -1.41  0.84  -0.220
H  -1.56  -4.17  -0.27  0.494
I  -3.24  -0.06  -2.08  0.189
H  -1.78  3.86  1.00  0.404
H  -0.02  -2.06  2.66  0.287
F  1.89  -2.87  1.38  -0.238
H  1.24  2.80  -2.41  0.350
C  1.50  -0.64  2.08  1.096
C  -1.78  3.45  -1.97  -1.112
C  1.05  3.35  -1.48  -1.209
F  3.02  1.22  1.73  -0.222
H  1.86  3.13  -0.77  0.378
H  -1.44  -2.49  -3.63  0.394